Computed, not measured: C20H40N2NaO11 as an isolated structure in a non-equilibrium geometry, with ωB97M-V with the def2-TZVPD basis set.

- electronic energy (a.u.) = -1885.51342
- HOMO level (eV) = -4.4669
- M (g/mol) = 507.5
- LUMO energy (eV) = 1.8
- net charge = -1

Cartesian coordinates (Å):
Na: -0.093 0.057 -1.193
C: -2.135 1.572 2.176
C: -1.805 2.513 3.178
C: -0.805 3.617 2.738
O: -1.025 4.745 3.161
C: 0.177 3.288 1.820
C: -0.183 2.403 0.796
C: -1.546 1.635 0.920
O: -1.902 1.008 -0.103
O: 0.455 2.130 -0.249
O: -2.258 2.504 4.334
H: -2.948 0.995 2.538
H: 1.032 3.990 1.838
C: 2.423 -0.438 -3.475
O: 2.069 -0.288 -2.071
C: 2.975 -0.927 -1.200
C: 2.175 -1.725 -0.178
N: 1.288 -0.942 0.743
C: 0.913 -1.712 1.908
C: 0.446 -0.818 3.059
O: 1.502 -0.168 3.728
C: 1.051 0.998 4.438
H: 3.471 -0.177 -3.487
H: 1.831 0.324 -4.046
H: 2.312 -1.501 -3.785
H: 3.626 -0.191 -0.727
H: 3.564 -1.663 -1.773
H: 2.820 -2.387 0.440
H: 1.602 -2.397 -0.766
H: 1.863 -0.126 0.975
H: 1.784 -2.270 2.299
H: 0.197 -2.570 1.710
H: -0.027 -1.405 3.850
H: -0.272 -0.089 2.584
H: 1.597 1.131 5.370
H: 0.023 0.844 4.700
H: 1.043 1.891 3.760
C: -1.202 -3.686 -2.762
C: -2.251 -3.029 -1.897
C: -2.660 -3.786 -0.611
O: -3.222 -5.015 -0.984
C: -3.725 -5.850 0.062
N: -1.889 -1.580 -1.596
H: -0.998 -3.209 -3.748
H: -1.575 -4.716 -2.967
H: -0.246 -3.746 -2.262
H: -3.156 -3.023 -2.490
H: -3.341 -3.154 -0.025
H: -1.798 -3.926 0.127
H: -4.444 -5.402 0.758
H: -2.924 -6.177 0.659
H: -4.109 -6.721 -0.453
H: -2.052 -1.309 -0.634
H: -2.282 -0.796 -2.046
C: 4.869 3.077 1.052
C: 3.485 3.320 0.558
O: 3.036 2.139 0.059
O: 5.731 2.290 0.281
H: 4.817 2.548 2.025
H: 5.277 4.090 1.220
H: 3.406 4.071 -0.285
H: 2.914 3.736 1.391
H: 2.013 2.200 -0.165
H: 5.174 1.984 -0.456
C: -3.393 1.954 -2.997
C: -2.219 2.732 -2.450
O: -1.092 1.974 -2.666
O: -3.688 0.889 -2.232
H: -3.087 1.651 -3.971
H: -4.248 2.578 -3.073
H: -2.322 2.949 -1.379
H: -2.208 3.752 -2.904
H: -0.448 2.235 -1.878
H: -3.380 1.101 -1.271